one:
18
Properties=species:S:1:pos:R:3 method="wB97M-V/def2-TZVPD" mol_weight_da=120.1 orbital_gap_ha=0.3209 charge=+1
C 0.40 -2.13 0.41
C 1.23 2.12 0.78
C -1.04 2.53 -0.83
N 0.96 -1.09 0.05
N 0.95 -2.87 1.38
N 0.10 -0.32 -0.75
P -0.44 1.49 0.58
H -0.49 -2.61 -0.07
H 1.79 1.55 1.43
H 1.07 3.16 1.22
H 1.69 2.16 -0.22
H -1.53 1.99 -1.61
H -0.44 3.38 -1.19
H -1.83 3.13 -0.48
H 0.59 -3.84 1.53
H 1.63 -2.44 1.93
H -0.80 -0.81 -0.89
H 0.35 0.04 -1.66

***

two:
18
Properties=species:S:1:pos:R:3 method="wB97M-V/def2-TZVPD" mol_weight_da=120.1 orbital_gap_ha=0.3570 charge=+1
C -1.96 1.64 0.14
P -1.43 0.10 -0.80
C -2.23 -1.18 0.35
N 0.22 -0.02 -0.07
C 1.23 -0.35 -0.84
N 2.53 -0.52 -0.71
N 3.49 0.03 0.07
H -2.52 2.39 -0.27
H -1.01 1.97 0.56
H -2.47 1.31 1.10
H -2.02 -0.97 1.42
H -1.85 -2.18 0.27
H -3.35 -1.07 0.22
H 0.06 0.49 0.77
H 0.62 -0.91 -1.56
H 2.97 -1.17 -1.36
H 4.49 -0.24 -0.05
H 3.23 0.69 0.76

***

Stability, highest: one

***

one:
9
Properties=species:S:1:pos:R:3 method="wB97M-V/def2-TZVPD" mol_weight_da=86.1 orbital_gap_ha=0.2640 charge=+1
C -1.05 0.92 0.19
C -1.59 0.43 1.18
C 0.59 -0.67 0.15
N 0.00 0.53 -0.73
S -0.52 -0.77 1.76
H 0.75 -1.61 -0.21
H 1.61 -0.42 0.43
H -0.37 0.30 -1.77
H 0.59 1.29 -1.00

***

two:
9
Properties=species:S:1:pos:R:3 method="wB97M-V/def2-TZVPD" mol_weight_da=86.1 orbital_gap_ha=0.3586 charge=+1
C 0.09 0.45 0.09
C -0.43 -2.11 0.53
C 0.27 1.86 -0.62
N -0.06 -0.86 0.23
S 0.83 1.55 1.00
H 0.42 -2.68 0.24
H -1.39 -2.45 0.93
H 0.89 1.86 -1.48
H -0.61 2.39 -0.91

***

Stability, highest: two

***

one:
7
Properties=species:S:1:pos:R:3 method="wB97M-V/def2-TZVPD" mol_weight_da=111.0 orbital_gap_ha="0.2476 / 0.2477" charge=0
N 0.40 -0.22 -0.40
P 1.56 0.60 0.35
P -1.91 0.51 -0.33
S 3.17 -0.46 0.03
H 0.56 -1.08 -0.91
H -2.20 -0.62 0.46
H -1.58 1.27 0.80

***

two:
7
Properties=species:S:1:pos:R:3 method="wB97M-V/def2-TZVPD" mol_weight_da=111.0 orbital_gap_ha=0.3011 smiles="PNP=S" charge=0
P -1.48 -0.59 -0.43
N 0.30 0.06 0.37
P 1.60 -0.97 0.41
S 3.09 0.16 -0.16
H -2.34 -0.37 0.63
H -1.67 0.64 -0.88
H 0.51 1.07 0.06

***

Stability, highest: two